No. 1
A gas-phase ion, C4H9N4 (charge +1) at a distorted geometry. Source: the OMol25 dataset; level of theory: the ωB97M-V functional and the def2-TZVPD basis.

Each line ends with the natural charge from an NBO analysis.
Element x y z (Å)
C: -0.77068 -1.52534 -0.77794  -0.273
C: 2.27204 -0.41894 -0.19345  0.376
C: -1.08720 -0.71416 0.25538  0.272
C: 3.42434 0.35241 0.16330  -0.708
N: 0.49712 -1.67869 -1.19475  -0.064
N: 1.37634 -1.07628 -0.55802  -0.162
N: -0.41250 -0.01399 1.32735  -0.839
N: -2.53774 -0.55573 0.67228  -0.745
H: -1.56470 -2.07426 -1.23748  0.220
H: 4.29202 -0.25030 0.05564  0.277
H: 3.30124 0.51689 1.20390  0.259
H: 3.53805 1.25574 -0.42830  0.257
H: -0.15100 0.89870 1.21171  0.382
H: 0.43955 -0.47869 1.55233  0.380
H: -3.25328 -1.17719 0.07421  0.447
H: -2.99297 0.41586 0.67020  0.455
H: -2.49539 -0.98532 1.66120  0.465

Summary:
Spin multiplicity: 3
Net charge: +1
Largest force on an atom: 7.26 eV/Å
Molecular weight: 113.14 g mol⁻¹
Energy above the lowest of the compared OMol25 structures with the same formula, charge and spin: 89.5 kcal per mole
HOMO (alpha / beta): -8.43 / -13.87 eV
LUMO energy (alpha / beta): -0.126 / -0.206 hartree

---

No. 2
A gas-phase ion, C4H9N4O (charge +1) at a distorted geometry. Source: the OMol25 dataset; level of theory: the ωB97M-V functional and the def2-TZVPD basis.

Each line ends with the natural charge from an NBO analysis.
Element x y z (Å)
N: 2.33234 -0.88255 0.32771  -0.548
O: 1.26951 -0.04591 0.86230  -0.425
C: 0.27743 0.36773 -0.13859  0.553
N: 0.78603 0.90930 -1.34669  -0.848
C: -0.87151 1.18726 0.68577  -0.509
C: -2.25059 0.71065 0.29375  0.279
N: -2.46555 -0.53698 0.05253  -0.437
C: -1.39943 -1.39480 -0.05399  0.389
N: -0.20866 -1.01031 -0.34772  -0.485
H: 2.98663 -0.98501 1.08101  0.391
H: 2.73227 -0.40560 -0.41435  0.340
H: 1.37155 0.22421 -1.78349  0.396
H: 0.99011 1.91626 -1.29664  0.423
H: -0.65402 2.16342 0.44601  0.252
H: -0.56517 0.76273 1.72706  0.302
H: -3.04466 1.32001 0.31899  0.212
H: -1.70770 -2.49786 0.00885  0.252
H: 0.42140 -1.80255 -0.42252  0.463

Summary:
Net charge: +1
Largest force on an atom: 5.01 eV/Å
Molecular weight: 129.14 g mol⁻¹
Energy above the lowest of the compared OMol25 structures with the same formula, charge and spin: 88.3 kcal per mole
HOMO: -13.72 eV
LUMO energy: -0.195 hartree

---

Question: What is the molecular weight in the first record?
Answer: 113.14 g mol⁻¹

---

Question: Look up the energy above the lowest of the compared OMol25 structures with the same formula, charge and spin of the first one.
Answer: 89.5 kcal per mole

---

Question: What is the net charge in the first record?
Answer: +1